[1]
The following is a DFT calculation (ωB97M-V/def2-TZVPD) of a cluster of 11 separate species, C31H34F10O31 in total.

E_HOMO in eV: -10.7
SMILES string: O=C1OC[C@@H](F)O1.O=C1OC[C@@H](F)O1.O=C1OC[C@@H](F)O1.O=C1OC[C@@H](F)O1.O=C1OC[C@@H](F)O1.O=C1OC[C@@H](F)O1.O=C1OC[C@@H](F)O1.O=C1OC[C@@H](F)O1.O=C1OC[C@@H](F)O1.O=C1OC[C@@H](F)O1.CO

Geometry as XYZ:
```
106
Properties=species:S:1:pos:R:3:forces:R:3:mulliken_charge:R:1
C -9.062096 -13.073341 -0.178929 0.41 0.70 0.07 -0.195
C -8.911511 -11.976957 0.902040 -0.09 -0.76 0.04 0.541
O -10.254070 -11.694255 1.189169 -0.50 0.61 0.07 -0.147
C -11.105695 -12.192557 0.228489 3.85 -1.02 -0.75 0.612
O -12.253748 -12.105854 0.192672 -3.03 0.75 0.49 -0.388
O -10.363944 -12.864124 -0.707504 -0.45 0.29 0.77 -0.399
F -8.244587 -10.867090 0.396862 -0.70 -0.66 0.41 -0.369
H -9.003424 -14.073283 0.242967 0.22 0.00 -0.03 -0.002
H -8.371335 -12.885589 -0.989257 0.36 -0.27 -0.01 0.404
H -8.441170 -12.283716 1.861596 -0.09 0.29 -0.83 0.025
C -13.250638 -11.592090 3.504885 -0.79 1.44 -0.26 0.205
C -12.720612 -10.166170 3.413378 0.74 -0.33 1.07 0.424
O -12.248735 -9.908958 4.749019 -0.25 -0.52 -0.55 -0.369
C -12.836754 -10.798005 5.590853 -0.10 1.33 0.95 0.659
O -12.870687 -10.661373 6.791895 0.15 -0.71 -1.44 -0.572
O -13.448166 -11.763675 4.893395 -0.16 -0.59 0.88 -0.312
F -13.705727 -9.278406 3.173165 -0.49 0.25 -0.23 -0.341
H -12.552852 -12.309208 3.149846 0.50 -0.66 -0.49 -0.200
H -14.218426 -11.599065 2.994452 0.22 -0.46 0.03 0.209
H -11.923978 -10.025259 2.704576 0.35 0.16 -0.15 0.252
C -13.928315 -18.332602 3.978659 1.27 1.21 0.23 0.344
C -14.562166 -19.683684 4.263017 1.28 -0.97 0.05 0.314
O -15.048950 -20.118228 3.017533 0.13 0.12 0.24 -0.427
C -15.132989 -19.062920 2.225915 -0.38 2.42 -2.54 0.366
O -15.628630 -19.011286 1.140135 -0.14 -0.81 0.43 -0.553
O -14.555252 -17.930006 2.730819 -0.16 -1.21 1.72 0.142
F -15.640588 -19.662205 5.077906 0.07 0.36 0.58 -0.376
H -12.839360 -18.339238 3.755112 -0.62 -0.89 0.11 -0.368
H -13.946001 -17.589310 4.818018 -1.01 -0.50 -0.86 0.136
H -13.829223 -20.451914 4.569712 -0.50 0.48 0.39 0.382
C -13.212008 -22.424482 2.296205 -0.55 2.04 -1.73 -0.080
C -12.397877 -22.585258 0.985766 0.34 -1.77 0.99 0.148
O -11.054561 -22.435924 1.400143 -0.82 0.57 1.19 -0.346
C -11.057780 -21.902587 2.698079 -2.16 -0.68 -2.31 0.615
O -10.090460 -21.578233 3.229999 3.02 1.01 1.81 -0.474
O -12.301198 -21.787587 3.199761 0.20 -1.04 -0.41 -0.306
F -12.716149 -21.618970 0.102925 0.03 -0.13 -0.29 -0.180
H -13.678304 -23.322279 2.657746 0.21 -0.41 0.46 0.411
H -13.970448 -21.647528 2.067290 0.20 -0.91 0.22 0.005
H -12.458087 -23.615232 0.547730 -0.26 1.13 -0.08 0.219
C -15.100019 -15.274836 1.476216 -0.74 -2.07 -0.19 0.392
C -14.027400 -15.235783 0.408801 -1.67 -1.88 0.80 0.978
O -14.352472 -14.147387 -0.301489 0.49 1.06 -2.34 -0.424
C -15.663107 -13.765034 -0.145673 -0.21 0.39 1.71 0.560
O -16.259879 -12.959733 -0.787127 0.71 -1.06 0.34 -0.522
O -16.079089 -14.342834 1.029100 -0.21 0.09 -0.79 -0.402
F -14.254673 -16.441039 -0.366015 0.58 1.18 0.14 -0.457
H -14.730259 -15.053300 2.442127 0.30 0.82 1.06 0.315
H -15.497973 -16.333063 1.572194 0.11 1.53 -0.47 -0.282
H -13.014828 -15.275689 0.768538 0.55 0.21 -0.26 -0.061
C -11.978712 -17.475392 -1.739954 1.69 -0.86 -0.53 -0.617
C -13.048130 -18.504245 -1.916324 -0.56 0.70 0.10 0.255
O -13.258318 -19.041123 -0.679614 1.32 -0.17 2.45 -0.264
C -12.241999 -18.615613 0.213731 -1.02 0.55 -2.30 0.259
O -12.117970 -18.950359 1.337600 -0.07 -0.31 0.34 -0.106
O -11.468040 -17.712414 -0.446415 -0.25 -0.66 1.27 -0.036
F -12.665546 -19.488201 -2.760103 0.29 -0.55 -0.67 -0.378
H -12.304940 -16.477467 -1.757828 -0.59 1.20 -0.38 0.240
H -11.166738 -17.662459 -2.463059 -0.32 0.26 0.17 0.373
H -13.959594 -18.053449 -2.238291 -0.78 -0.04 -0.60 0.306
C -8.723781 -19.909377 -0.490448 0.29 -1.60 -0.71 -0.288
C -7.638099 -19.288787 -1.337860 -0.97 1.80 -0.03 0.180
O -7.550789 -17.979716 -0.842061 -0.42 0.38 0.98 -0.375
C -8.567587 -17.763863 0.064458 -0.18 0.03 -0.54 0.380
O -8.841089 -16.716139 0.551254 0.58 0.39 -0.01 -0.594
O -9.259265 -18.879661 0.295955 0.40 0.28 -0.20 0.040
F -7.994033 -19.174067 -2.660154 -0.36 -0.29 0.04 -0.307
H -8.322969 -20.663782 0.223738 -0.55 0.08 -0.94 0.362
H -9.408905 -20.249327 -1.303011 -0.21 -0.34 1.32 0.145
H -6.701656 -19.732485 -1.339205 1.79 -0.92 0.20 0.329
C -9.404275 -19.597655 7.189128 1.06 -0.84 1.48 -0.438
C -10.029972 -18.999379 5.959947 -0.30 -1.29 -0.33 0.381
O -9.595360 -17.696173 6.074930 -0.59 0.98 -0.62 -0.091
C -9.509094 -17.339617 7.402540 0.25 -2.57 0.40 0.455
O -9.539842 -16.258763 7.831324 0.08 1.62 0.24 -0.416
O -9.357502 -18.487910 8.154420 -0.21 0.18 -1.87 -0.356
F -11.428673 -19.074226 5.967679 0.61 0.34 0.20 -0.244
H -8.342989 -19.881622 6.878523 -1.29 0.23 0.71 0.267
H -9.915515 -20.424682 7.742747 0.35 0.62 -0.99 0.320
H -9.725901 -19.504413 5.013881 -0.03 0.75 0.62 0.121
C -15.675113 -12.679224 6.994757 0.47 -0.26 1.01 0.141
C -14.967481 -13.118694 8.291457 0.25 -0.44 -0.03 0.251
O -14.148704 -14.235948 7.810940 -0.67 1.40 0.15 -0.315
C -14.596762 -14.596371 6.580964 -0.31 -0.83 -0.49 0.611
O -14.211964 -15.523766 5.926817 0.38 0.31 0.61 -0.488
O -15.603938 -13.820664 6.162508 -0.15 0.08 -0.03 -0.328
F -15.726000 -13.600715 9.343280 0.05 0.19 -1.03 -0.327
H -14.988095 -11.937223 6.586406 -0.58 0.31 -0.06 -0.212
H -16.704835 -12.350740 7.125128 0.16 0.01 -0.07 0.365
H -14.407190 -12.263029 8.695564 0.41 -0.76 -0.13 0.258
C -9.620065 -12.866293 5.417888 -1.29 0.75 -1.34 0.301
C -8.230111 -13.191751 5.891006 -0.97 0.47 2.10 0.441
O -7.481824 -12.051948 5.630583 -0.51 0.59 -1.18 -0.373
C -8.236687 -11.123816 4.893806 -1.28 -0.68 0.82 0.464
O -7.871072 -10.027125 4.678440 0.06 -0.18 -0.51 -0.469
O -9.528731 -11.637727 4.614153 2.78 -0.31 1.10 -0.199
F -7.770065 -14.305913 5.301613 0.73 -0.39 -0.82 -0.266
H -10.336429 -12.638665 6.210673 0.22 -0.32 0.07 0.313
H -9.988666 -13.638942 4.740290 -0.06 -0.06 0.30 -0.397
H -8.225550 -13.376280 6.983124 0.24 0.02 -0.54 0.230
C -10.914579 -15.846696 3.132151 1.04 0.47 -0.23 -0.641
O -10.678523 -15.109404 1.940628 -0.27 -0.02 -0.41 0.193
H -11.225659 -16.845625 2.945990 -0.66 -0.94 -0.41 -0.352
H -9.981807 -15.950138 3.675278 0.20 0.17 0.50 0.329
H -11.647631 -15.326351 3.716989 -0.38 0.25 0.38 0.442
H -10.167959 -15.688138 1.349037 -0.12 0.12 0.20 0.023
```
Forces are in eV/Å.

***

[2]
The following is a DFT calculation (ωB97M-V/def2-TZVPD) of a cluster of 2 separate species, C9H11NOS in total.

E_HOMO in eV: -9.5
Energy relative to the best compared isomer or geometry (same formula, charge and spin) in eV: 2.712

Geometry as XYZ:
```
23
Properties=species:S:1:pos:R:3:forces:R:3:mulliken_charge:R:1
C 1.256109 2.808154 0.346564 0.15 -0.02 0.08 -0.410
C -0.031130 2.743925 -0.160940 -0.09 -0.09 -0.03 -0.519
C 2.038040 1.665130 0.428768 0.00 0.14 -0.01 -0.476
C -0.541866 1.528876 -0.584705 -0.17 -0.03 -0.04 -0.487
C 1.532942 0.449336 -0.001473 -0.07 -0.08 -0.02 -0.382
C 0.247980 0.398300 -0.508543 0.07 -0.45 0.09 0.517
C 0.026771 -2.550131 2.186245 0.24 0.03 -0.30 -0.067
C -1.084485 -0.522324 -3.474944 -0.97 -0.11 -0.05 -0.276
C -0.888332 -2.552626 3.130599 -0.22 -0.02 0.25 -0.541
N -0.092122 -0.703840 -2.735143 0.96 -0.32 0.38 -0.362
O -1.875007 -1.103929 -0.898983 -0.87 -0.26 0.35 -0.615
S -0.431833 -1.187532 -1.101397 0.63 1.19 -0.76 0.451
H 1.648358 3.752111 0.693401 0.06 0.09 0.00 0.380
H -0.636867 3.636689 -0.224858 -0.04 0.03 0.02 0.363
H 3.041621 1.725149 0.823145 0.06 -0.02 0.05 0.365
H -1.549441 1.442625 -0.967364 -0.08 0.02 -0.02 0.405
H 2.130659 -0.447274 0.061515 0.08 -0.12 -0.01 0.372
H 1.067730 -2.753499 2.380662 0.17 -0.04 0.14 0.230
H -0.224249 -2.344387 1.156890 -0.10 -0.07 0.01 -0.004
H -2.112163 -0.679790 -3.128573 0.06 0.04 0.04 0.270
H -0.944424 -0.192493 -4.493982 0.19 0.04 -0.22 0.282
H -0.654370 -2.756400 4.163787 0.11 -0.04 0.13 0.248
H -1.923921 -2.356069 2.909331 -0.19 0.07 -0.09 0.256
```
Forces are in eV/Å.

***

[3]
The following is a DFT calculation (ωB97M-V/def2-TZVPD) of the molecule C5H8N2.

E_HOMO in eV: -8.5
SMILES string: Cc1cn(C)cn1
Energy relative to the best compared isomer or geometry (same formula, charge and spin) in eV: 0.118

Geometry as XYZ:
```
15
Properties=species:S:1:pos:R:3:forces:R:3:mulliken_charge:R:1
C 0.409361 -1.843086 1.497943 0.03 -0.11 0.10 -0.866
N -0.082641 -0.665880 0.814803 0.01 0.20 -0.04 0.136
C -0.519167 0.506834 1.349237 0.03 -0.08 0.11 -0.073
N -0.647928 1.450815 0.447969 0.07 -0.20 -0.04 -0.657
C -0.265742 0.870892 -0.741182 0.08 -0.03 -0.13 0.438
C -0.114494 1.637760 -2.015225 -0.03 0.04 -0.06 -1.077
C 0.067560 -0.436954 -0.532569 0.04 0.02 -0.04 -0.439
H 1.345426 -2.148153 1.021485 -0.13 -0.02 0.15 0.333
H 0.621705 -1.600208 2.540985 -0.10 -0.05 -0.12 0.323
H -0.298854 -2.675531 1.452560 0.04 0.14 0.02 0.267
H -0.734189 0.610979 2.407172 0.08 -0.03 -0.18 0.387
H -0.924684 2.356000 -2.161100 0.05 -0.11 0.06 0.309
H 0.829183 2.196332 -2.006805 -0.17 -0.03 0.00 0.234
H -0.086513 0.956038 -2.871491 -0.03 0.12 0.11 0.304
H 0.400978 -1.215839 -1.203783 0.01 0.14 0.08 0.381
```
Forces are in eV/Å.

***

[4]
The following is a DFT calculation (ωB97M-V/def2-TZVPD) of a structure of composition C2H2FNO2.

E_HOMO (spin up / spin down) in eV: -10.0 / -10.0
Energy relative to the best compared isomer or geometry (same formula, charge and spin) in eV: 4.809

Geometry as XYZ:
```
8
Properties=species:S:1:pos:R:3:forces:R:3:mulliken_charge:R:1
C 0.054406 -0.400227 -0.378944 -4.06 2.73 -1.48 -0.805
C 0.620245 -1.419199 0.096711 0.68 -1.57 0.74 0.770
N 2.067530 0.585982 0.350126 2.55 -0.83 0.83 0.348
O 1.299547 -2.143945 0.646624 1.03 -2.08 0.86 -0.332
O 2.756477 -0.174513 0.863898 -1.36 1.82 -0.82 -0.172
F 2.518568 0.663820 -1.184721 -0.21 -0.03 0.38 -0.374
H -0.965647 -0.142338 0.030192 1.39 -0.13 -0.45 0.276
H 0.340737 -0.057092 -1.359275 -0.02 0.10 -0.06 0.289
```
Forces are in eV/Å.

***

[5]
The following is a DFT calculation (ωB97M-V/def2-TZVPD) of the molecule C4H8O2.

E_HOMO in eV: -9.6
SMILES string: CO[C@@H](C)C=O
Energy relative to the best compared isomer or geometry (same formula, charge and spin) in eV: 1.732

Geometry as XYZ:
```
14
Properties=species:S:1:pos:R:3:forces:R:3:mulliken_charge:R:1
C -1.687942 -0.725586 -0.675849 -0.14 -0.18 -0.07 -0.658
O -0.954318 0.359651 -0.121114 0.05 0.06 0.11 -0.346
C 0.466398 0.235826 -0.184731 0.13 0.02 -0.01 0.473
C 1.073130 1.511316 0.384981 -0.01 -0.02 -0.01 -1.279
C 0.753103 -0.989763 0.667062 -0.05 -0.41 -0.08 -0.068
O 0.785324 -2.113138 0.222258 0.36 0.44 0.29 -0.466
H -1.891227 -0.572689 -1.742890 0.05 0.12 0.13 0.243
H -1.158586 -1.673765 -0.561711 -0.17 0.09 -0.08 0.318
H -2.627204 -0.796366 -0.122102 0.07 0.12 -0.16 0.238
H 0.810382 0.046408 -1.213730 -0.17 0.03 0.14 0.267
H 0.505162 2.372538 0.023999 0.08 -0.11 0.00 0.319
H 1.038635 1.519766 1.482157 -0.08 -0.04 -0.22 0.321
H 2.118178 1.633057 0.078884 -0.19 -0.11 0.03 0.356
H 0.768966 -0.807256 1.762786 0.08 -0.01 -0.08 0.282
```
Forces are in eV/Å.

***

[6]
The following is a DFT calculation (ωB97M-V/def2-TZVPD) of a cluster of 2 separate species, C2H4O2 in total.

E_HOMO in eV: -10.2
SMILES string: C=O.C=O
Energy relative to the best compared isomer or geometry (same formula, charge and spin) in eV: 2.525

Geometry as XYZ:
```
8
Properties=species:S:1:pos:R:3:forces:R:3:mulliken_charge:R:1
C 1.038229 -0.228897 1.459628 0.19 0.86 -0.17 0.210
C -1.046550 -0.758355 -1.756324 0.14 1.87 -0.12 -0.067
H 0.512818 -0.275268 0.443288 0.44 0.19 1.14 -0.034
H 1.466175 -1.168725 1.856306 -0.21 -0.07 -0.14 0.231
H -1.779169 -1.402464 -2.255656 -0.20 -0.08 0.01 0.256
H -0.129687 -1.271093 -1.378787 -0.33 0.26 -0.02 0.193
O 1.199736 0.802093 2.073840 -0.39 -0.91 -0.75 -0.398
O -1.202262 0.453039 -1.684461 0.35 -2.13 0.07 -0.390
```
Forces are in eV/Å.